--- one ---
Entry from the Open Molecules 2025 dataset: a 2-piece molecular cluster, C3H10N2O2 overall (wB97M-V/def2-TZVPD).

## Properties
Highest occupied orbital energy (spin up / spin down), eV: -14.314 / -14.269
Total charge: +1
Gap between HOMO and LUMO (spin up / spin down), eV: 10.5 / 5.5
Spin multiplicity: 2

Bonds (Å) are listed after each position.
CARTESIAN COORDINATES (ANGSTROEM)
1 N 1.86 0.28 -0.89  C2 1.490, H7 1.015, H8 1.009
2 C 1.66 -0.56 0.33  N1 1.490, C3 1.604, H9 1.096, H10 1.148
3 C 0.23 -1.29 0.29  C2 1.604, N4 1.392, O6 1.236
4 N -0.84 -0.44 0.03  C3 1.392, C5 1.447, H11 1.059
5 C -1.96 -0.98 -0.72  N4 1.447, H12 1.170, H13 1.067, H14 1.104
6 O 0.09 -2.52 0.38  C3 1.236
7 H 1.97 -0.43 -1.61  N1 1.015
8 H 2.67 0.83 -0.67  N1 1.009
9 H 1.63 0.00 1.27  C2 1.096
10 H 2.52 -1.31 0.32  C2 1.148
11 H -0.78 0.61 -0.11  N4 1.059
12 H -2.86 -0.33 -0.35  C5 1.170
13 H -2.06 -2.00 -0.43  C5 1.067
14 H -1.86 -0.93 -1.82  C5 1.104
15 H -1.44 3.05 1.75  O17 0.959
16 H -0.19 3.35 0.88  O17 0.945
17 O -0.65 2.68 1.35  H15 0.959, H16 0.945

--- two ---
Entry from the Open Molecules 2025 dataset: a 2-piece molecular cluster, C3H10N2O2 overall (wB97M-V/def2-TZVPD).

## Properties
Highest occupied orbital energy (spin up / spin down), eV: -14.530 / -14.444
Total charge: +1
Gap between HOMO and LUMO (spin up / spin down), eV: 10.4 / 5.3
Spin multiplicity: 2

Bonds (Å) are listed after each position.
CARTESIAN COORDINATES (ANGSTROEM)
1 N -0.59 2.47 0.21  C2 1.526, H7 1.085, H8 1.045
2 C -1.53 1.29 0.42  N1 1.526, C3 1.514, H9 1.101, H10 1.135
3 C -0.87 -0.07 0.33  C2 1.514, N4 1.402, O6 1.259
4 N 0.22 -0.08 1.21  C3 1.402, C5 1.415, H11 0.975
5 C 0.98 -1.27 1.23  N4 1.415, H12 1.051, H13 1.097, H14 1.124
6 O -1.21 -1.05 -0.38  C3 1.259
7 H -1.30 3.28 0.34  N1 1.085
8 H -0.07 2.14 -0.64  N1 1.045
9 H -2.38 1.35 -0.29  C2 1.101
10 H -2.10 1.31 1.40  C2 1.135
11 H 0.45 0.86 1.30  N4 0.975
12 H 1.89 -1.22 0.71  C5 1.051
13 H 0.32 -2.04 0.82  C5 1.097
14 H 1.11 -1.55 2.32  C5 1.124
15 H 2.03 -2.37 -2.45  O17 0.982
16 H 1.44 -1.48 -3.74  O17 0.955
17 O 1.60 -1.56 -2.80  H15 0.982, H16 0.955

one is favored, and the nearest alternative lies 0.0349 hartree above it.